[1]
31
Properties=species:S:1:pos:R:3 method="wB97M-V/def2-TZVPD" lumo_ev=2.334 total_charge=-1 energy_ha=-539.851925 orbital_gap_ev=7.29 multiplicity=1 e_above_lowest_ev=1.244 homo_ev=-4.95 mol_weight_g_mol=239.5 fmax_ev_per_a=4.346
Rb 0.689 0.157 -2.085
F 3.352 -1.041 -2.249
O -1.516 -1.028 -0.637
O 1.489 2.009 0.869
C -1.655 -1.953 1.576
C 2.678 1.493 1.386
C 3.249 2.405 2.450
C -3.429 -2.440 -0.217
C -2.434 -1.416 0.351
C 3.629 1.173 0.174
B -2.208 0.293 -3.143
H 1.561 2.956 1.010
H -2.893 0.744 -3.844
H 4.095 1.928 2.945
H 2.272 0.584 1.830
H -2.956 -0.519 0.685
H -0.869 -1.237 1.815
H -2.930 -3.283 -0.694
H 4.055 2.033 -0.343
H -4.207 -2.738 0.487
H 3.717 3.279 1.995
H -2.275 -2.129 2.455
H 2.574 2.827 3.194
H -1.843 1.001 -2.415
H -3.988 -1.975 -1.029
H 2.994 0.744 -0.601
H -1.366 -0.155 -3.648
H -1.271 -2.930 1.280
H -2.787 -0.449 -2.615
H -2.074 -0.710 -1.350
H 4.346 0.375 0.369

[2]
18
Properties=species:S:1:pos:R:3 method="wB97M-V/def2-TZVPD" lumo_ev=-0.642 energy_ha=-1010.804261 orbital_gap_ev=7.98 multiplicity=1 e_above_lowest_ev=2.219 homo_ev=-8.63 mol_weight_g_mol=187.6 fmax_ev_per_a=3.779
Cl 3.861 1.158 0.688
O 2.610 -2.124 -0.978
O 3.228 -1.567 0.994
O 2.701 1.385 -1.612
N 2.468 -1.543 0.093
C 1.391 -0.542 0.017
C 0.435 -0.740 -1.057
C -1.123 0.620 0.285
C 0.965 0.058 1.265
C 2.710 0.862 -0.550
C -0.800 0.018 -0.883
C -0.222 0.702 1.419
H -2.115 1.132 0.089
H -0.707 0.918 2.438
H 1.709 -0.054 2.019
H 0.000 -1.808 -1.244
H -1.391 -0.041 -1.715
H 0.871 -0.586 -2.097

[3]
12
Properties=species:S:1:pos:R:3 method="wB97M-V/def2-TZVPD" lumo_ev=0.905 energy_ha=-269.215970 orbital_gap_ev=11.25 multiplicity=1 e_above_lowest_ev=3.545 homo_ev=-10.34 mol_weight_g_mol=82.1 fmax_ev_per_a=4.164
O 3.242 1.166 -1.708
C 3.101 2.086 -1.081
C 2.362 -1.715 1.034
C -2.822 1.019 -0.441
C -3.165 0.072 0.384
C 3.390 -1.675 0.445
H 1.544 -1.785 1.607
H 4.309 -1.367 -0.176
H -3.558 1.557 -1.066
H -4.155 -0.343 0.272
H -2.445 -0.397 1.086
H -1.802 1.381 -0.356

[4]
26
Properties=species:S:1:pos:R:3 method="wB97M-V/def2-TZVPD" lumo_ev=0.414 total_charge=-1 energy_ha=-2686.662479 orbital_gap_ev=4.00 multiplicity=1 e_above_lowest_ev=0.020 homo_ev=-3.59 mol_weight_g_mol=380.0 fmax_ev_per_a=4.275
Cl -2.946 -1.754 -0.704
Cl 2.405 -2.362 -0.942
Cl -3.144 -2.295 -3.820
Cl 2.203 -2.903 -4.057
O -0.544 -2.810 -5.052
O -0.223 -2.081 0.308
N 0.117 -0.010 2.607
N 0.318 2.668 0.362
N 0.398 1.969 3.990
N 0.597 4.091 3.000
N 0.054 0.373 0.159
C -1.650 -2.208 -3.014
C 0.316 2.165 1.610
C -1.563 -1.996 -1.671
C -0.455 -2.494 -3.861
C 0.923 -2.279 -1.781
C 0.843 -2.492 -3.125
C 0.147 0.689 1.497
C 0.160 1.581 -0.473
C 0.441 2.761 2.919
C -0.278 -2.079 -0.922
C 0.240 0.635 3.796
H 0.690 4.530 3.901
H 0.624 4.631 2.141
H 0.207 0.006 4.685
H 0.121 1.665 -1.554

[5]
13
Properties=species:S:1:pos:R:3 method="wB97M-V/def2-TZVPD" lumo_ev=-4.435 total_charge=+1 energy_ha=-265.758163 orbital_gap_ev=10.83 multiplicity=1 e_above_lowest_ev=4.090 homo_ev=-15.27 mol_weight_g_mol=83.1 fmax_ev_per_a=5.437
N 1.045 1.085 0.701
N 0.224 0.183 -0.895
C -0.705 -0.936 -0.881
C -0.826 -0.729 0.655
C 1.467 0.543 -0.403
C -0.368 0.750 0.378
H -1.015 1.710 0.417
H -1.577 -0.883 -1.528
H -0.133 -1.903 -1.229
H -1.833 -0.679 0.977
H 1.441 1.876 1.195
H 2.467 0.395 -0.708
H -0.185 -1.411 1.320

[6]
107
Properties=species:S:1:pos:R:3 method="wB97M-V/def2-TZVPD" lumo_ev="-3.335 / -3.399" total_charge=+1 energy_ha=-6731.828400 orbital_gap_ev="6.31 / 6.49" multiplicity=5 homo_ev="-9.65 / -9.89" mol_weight_g_mol=1061.2 fmax_ev_per_a=1.235
I 4.583 3.812 -2.563
As -1.190 -3.885 2.140
Cr 0.298 0.945 -1.868
Cl 1.790 4.838 -7.405
P 0.334 0.179 0.592
O 1.989 2.843 0.524
O 1.787 2.149 -2.190
N -2.837 1.289 -1.106
N -4.277 -2.950 -2.026
N 0.993 -0.774 -3.126
N -3.618 -0.798 -1.608
N -0.254 1.852 -3.724
N -2.197 -2.307 -2.749
N -1.343 -0.242 -1.984
C -3.906 -2.732 1.803
C -1.051 2.751 4.182
C -1.899 2.420 3.133
C -1.249 -1.407 -2.676
C -1.018 -1.095 0.993
C 2.154 -1.470 -5.091
C 0.780 -3.864 4.234
C -1.428 2.171 -5.784
C 3.541 -2.187 -0.077
C 1.440 -3.455 5.384
C 1.836 -0.798 0.942
C -2.605 0.048 -1.583
C 0.681 3.268 -5.479
C 1.343 4.087 0.738
C -0.005 -2.364 -4.614
C -0.452 3.003 -6.272
C 2.882 3.610 -3.756
C -3.344 -2.005 -2.116
C 2.441 -1.355 -0.186
C -0.794 -2.574 0.667
C 4.056 -2.478 1.176
C -0.009 -1.550 5.526
C 4.134 1.708 0.464
C -0.681 -1.977 4.391
C -3.373 -3.580 3.979
C 0.757 1.614 3.064
C 2.840 4.241 -5.004
C -5.575 -2.732 3.536
C -1.420 1.675 2.070
C 2.354 -1.104 2.196
C 1.056 -2.287 6.026
C -0.088 1.251 2.024
C -0.034 -1.563 -3.478
C 0.276 2.358 4.134
C 1.105 -2.316 -5.434
C 2.060 -0.735 -3.924
C -2.977 -3.293 2.672
C 0.730 2.657 -4.204
C 3.347 2.906 0.956
C -0.280 -3.127 3.713
C 1.840 2.801 -3.312
C 0.069 4.152 -0.088
C -1.291 1.612 -4.512
C -4.657 -3.296 4.413
C -5.196 -2.448 2.234
C 3.465 -1.931 2.303
C 1.777 4.072 -5.854
H -4.944 -3.519 5.432
H 3.037 -1.397 -5.709
H -3.625 -2.519 0.776
H -1.200 -0.986 2.057
H 3.668 4.860 -5.321
H -0.325 -0.642 6.024
H 3.860 -2.156 3.283
H -5.910 -2.009 1.548
H 1.077 -4.781 3.737
H -1.413 -2.892 -0.176
H 0.943 2.623 4.944
H -1.552 -1.416 4.070
H -0.529 3.442 -7.258
H -0.661 3.440 0.293
H 1.147 -2.906 -6.339
H 1.803 1.342 3.039
H 0.304 3.923 -1.129
H -2.936 2.729 3.152
H -3.801 1.539 -0.957
H 2.039 -1.122 -1.160
H -1.425 3.324 5.019
H -2.090 1.416 1.262
H 2.255 -4.047 5.782
H -2.665 -4.031 4.664
H 3.378 2.975 2.053
H 5.202 1.921 0.490
H -0.865 -2.979 -4.835
H -5.172 -2.724 -1.627
H -4.113 -3.848 -2.446
H -2.306 1.937 -6.369
H 0.237 -2.766 0.367
H 1.571 -1.964 6.922
H 3.941 0.835 1.076
H -2.177 2.020 -1.322
H 3.795 3.821 0.554
H 2.018 4.896 0.434
H 1.118 4.215 1.806
H 2.869 -0.090 -3.597
H -2.045 0.932 -4.135
H -6.582 -2.516 3.867
H -1.920 -0.734 0.498
H 1.915 -0.697 3.095
H 3.992 -2.605 -0.968
H 3.835 1.496 -0.562
H -0.359 5.152 -0.029
H 4.920 -3.122 1.277

[7]
44
Properties=species:S:1:pos:R:3 method="wB97M-V/def2-TZVPD" lumo_ev=3.000 total_charge=-1 energy_ha=-1260.366488 orbital_gap_ev=6.76 multiplicity=1 e_above_lowest_ev=0.000 homo_ev=-3.76 mol_weight_g_mol=526.4 fmax_ev_per_a=1.775
Pt -0.238 0.378 -1.130
O -0.018 0.021 -3.148
O -1.919 -2.450 0.543
O -0.100 0.696 0.928
O -2.155 2.213 -2.055
N -2.000 -1.363 -0.354
N 1.699 -0.034 -0.794
N -2.099 1.116 -1.418
N 2.057 -0.067 0.544
C 2.644 -0.061 -1.690
C 2.773 -0.047 4.675
C -3.110 -0.729 -0.289
C -4.534 1.079 -1.441
C 1.103 0.260 -5.203
C 2.373 0.013 -3.080
C 1.132 0.102 -3.695
C -3.207 0.490 -1.072
C 0.429 0.325 5.024
C -4.258 -1.183 0.568
C 4.073 -0.145 -1.224
C 1.696 0.097 5.542
C 1.072 0.299 1.313
C 2.585 0.026 3.306
C 1.311 0.246 2.780
C 0.239 0.405 3.652
H 1.680 1.135 -5.500
H -5.235 0.302 -1.755
H 4.755 -0.113 -2.071
H -4.984 1.631 -0.608
H 1.844 0.031 6.613
H -0.414 0.438 5.695
H 4.227 -1.069 -0.665
H 1.533 -0.617 -5.692
H -3.870 -1.652 1.470
H -4.379 1.780 -2.258
H -4.895 -0.343 0.841
H 3.235 0.045 -3.733
H -4.863 -1.924 0.041
H -0.740 0.584 3.228
H -0.981 -2.666 0.492
H 3.410 -0.088 2.616
H 3.766 -0.219 5.075
H 4.291 0.676 -0.542
H 0.073 0.382 -5.531

[8]
24
Properties=species:S:1:pos:R:3 method="wB97M-V/def2-TZVPD" lumo_ev="-14.244 / -14.174" total_charge=+3 energy_ha=-2111.806852 orbital_gap_ev="7.19 / 7.23" multiplicity=3 e_above_lowest_ev=0.000 homo_ev="-21.43 / -21.41" mol_weight_g_mol=385.1 fmax_ev_per_a=7.058
Tm 0.495 0.423 0.237
P -0.276 -0.247 2.868
O 3.353 2.596 0.081
O -0.327 -0.253 -3.198
O -2.145 -1.693 -0.713
O -2.244 2.489 -0.664
O 1.872 -2.753 -0.527
C 1.427 -1.723 -0.252
C 0.885 0.550 4.039
C 2.436 1.899 0.079
C -0.204 -1.978 3.458
C -1.319 -1.031 -0.241
C -1.866 0.434 3.463
C 0.027 0.031 -2.139
C -1.355 1.825 -0.341
H 0.599 0.349 5.074
H -0.888 -2.561 2.830
H -0.513 -2.064 4.509
H 0.829 -2.337 3.333
H -2.652 0.011 2.825
H -1.836 1.528 3.347
H 0.865 1.629 3.865
H 1.885 0.145 3.861
H -2.059 0.168 4.511